No. 1
Formula: C27H26F16NO5P
Source: the OMol25 dataset
Level of theory: wB97M-V/def2-TZVPD

Cartesian coordinates (Å):
P 1.1928 -1.6473 -0.3971
F 0.5199 5.7980 -5.4613
F 3.4978 3.1911 -5.8543
F -0.0328 -4.0257 9.4368
F 2.4255 4.0571 -3.8602
F 2.7589 2.2460 -7.6435
F -0.8329 -4.6972 7.5376
F 1.6196 -2.9156 7.6949
F -0.4750 -2.5566 6.4556
F 2.5640 -4.6770 8.5226
F 2.0371 7.3143 -5.1871
F -0.3432 -5.3744 5.2588
F 0.0595 -4.2868 3.4411
F -2.0794 -3.3112 5.2012
F 1.3611 5.7144 -2.9544
F 0.5192 3.3667 -5.1818
F 1.5573 1.4789 -5.0702
O 1.4457 -4.0621 5.1325
O 2.1433 4.3135 -7.2138
O -0.2963 -0.7383 2.8452
O -1.1288 2.1424 3.1445
O -0.5812 0.8829 1.3748
N -2.2697 -3.6225 0.9789
C -1.0587 -3.0528 0.8174
C 1.4414 -0.7111 1.2487
C -2.6645 2.8130 -1.4925
C -2.7653 1.0815 -3.2619
C 1.3380 -0.4427 -1.8458
C 0.0996 -4.1912 4.7859
C 2.5840 5.4889 -6.5242
C 1.8462 5.9643 -5.2572
C 0.9352 1.0495 -1.5274
C 1.9214 -4.7620 6.2863
C 0.1252 -0.1915 1.8597
C -2.7295 -2.9969 -1.4051
C -3.4339 2.1206 -2.4983
C -1.4000 0.7457 -2.9855
C 2.2832 5.3973 -3.8963
C -0.7632 -2.9907 5.2115
C 2.4067 3.0721 -6.6390
C -1.5077 1.3837 2.3195
C 1.5546 -4.2662 7.6983
C -1.2806 2.4775 -1.1961
C 1.1913 2.4641 -5.9183
C -3.0059 0.9683 2.2914
C -3.0579 -3.5579 -0.1148
C -0.5351 -2.3983 -0.3732
C -0.5691 1.4181 -1.9005
C 0.2486 -4.7669 8.3356
C -1.4080 -2.3913 -1.5476
H -0.7804 3.0533 -0.3834
H 1.7612 -5.8372 6.1820
H 1.6003 1.7026 -2.1608
H 2.1965 0.0956 1.0931
H -3.5831 1.7422 1.7339
H 0.3591 -5.8064 8.6567
H -3.0698 -0.0123 1.7638
H -4.4938 2.3239 -2.7354
H -3.4593 -3.0035 -2.2362
H -1.1031 -1.9535 -2.5137
H 3.0022 -4.6294 6.2191
H 1.1117 1.3701 -0.4768
H 0.4945 2.0446 -6.6474
H -3.1871 3.6120 -0.9204
H 2.4313 -0.4320 -2.1060
H 1.8365 -1.4832 1.9520
H -0.3781 -3.0862 1.6964
H -4.0830 -3.9884 -0.0110
H 3.6661 5.4717 -6.3789
H 0.8299 -0.8696 -2.7433
H 2.4100 6.2773 -7.2579
H -0.6077 -2.1574 4.5254
H -0.9343 -0.0529 -3.6020
H 3.2343 5.8412 -3.5898
H -3.4163 0.9417 3.3268
H -3.2958 0.5201 -4.0577

Results
Kohn-Sham gap: 8.5547 eV
HOMO level: -8.1 eV
relative energy (zero: lowest compared OMol25 entry of this formula, charge and spin): 0.0 kJ/mol
net charge: 0

***

No. 2
Formula: C27H26NO3
Source: the OMol25 dataset
Level of theory: wB97M-V/def2-TZVPD

Cartesian coordinates (Å):
O 3.9322 -0.4654 1.0327
O 2.2487 4.5262 -4.2832
O -4.6218 -0.8298 1.2658
N 2.1331 -1.5801 1.9564
C -3.6758 -2.7819 0.1777
C 1.1440 -0.6028 1.8801
C -3.5882 -0.4526 0.4683
C -0.9672 0.2389 2.9814
C -0.2334 2.5414 -2.4577
C -1.2240 0.0133 -0.9368
C 0.0720 0.2062 -1.5115
C -0.1961 -1.9717 3.5405
C -2.1684 -0.0041 3.6484
C 0.4948 1.3108 -2.3033
C 4.2260 -2.7385 1.7844
C -1.9300 1.0738 -0.2930
C 1.2072 0.3896 0.9382
C 3.4450 -1.4686 1.5342
C -3.1060 0.8624 0.3850
C -0.0056 -0.7782 2.8145
C 3.5538 2.4765 -4.4094
C 0.3370 3.6608 -3.0192
C 1.6033 3.5305 -3.6183
C -1.3724 -2.2018 4.2612
C -2.3741 -1.2260 4.2949
C -1.7642 -1.3032 -0.8680
C 1.7478 1.1982 -2.9838
C -4.8389 -2.2687 1.0366
C 2.2902 2.2895 -3.6272
C -2.9360 -1.5308 -0.1769
C 3.4863 3.9468 -4.8458
H 0.5559 -2.7656 3.5544
H 2.1199 0.5101 0.3590
H 3.6021 -3.6355 1.6976
H -0.7758 1.2218 2.5535
H 0.4671 1.1897 0.9740
H -1.4929 2.0706 -0.2834
H 4.3310 4.5371 -4.4696
H -1.2546 -2.1380 -1.3551
H 4.6764 -2.7112 2.7856
H -4.9004 -2.7554 2.0179
H 2.2836 0.2468 -2.9972
H 3.5984 1.8144 -5.2822
H -1.4970 -3.1507 4.7878
H -1.2596 2.6039 -2.1048
H 1.9608 -2.4291 2.4730
H -3.3015 -1.4061 4.8362
H -3.6424 1.6555 0.8975
H -0.1534 4.6295 -3.0444
H -2.9438 0.7625 3.6638
H -5.8000 -2.3778 0.5146
H 5.0316 -2.7966 1.0531
H 0.6930 -0.6887 -1.6034
H -3.0512 -3.4807 0.7509
H -4.0423 -3.3131 -0.7083
H 3.4296 4.0532 -5.9368
H 4.4462 2.2924 -3.8001

Results
Kohn-Sham gap: 5.8865 eV
HOMO level: -10.8 eV
relative energy (zero: lowest compared OMol25 entry of this formula, charge and spin): 0.0 kJ/mol
net charge: +1

***

No. 3
Formula: C27H27BO4
Source: the OMol25 dataset
Level of theory: wB97M-V/def2-TZVPD

Cartesian coordinates (Å):
O -2.5878 0.9247 0.7687
O -2.4964 -1.7790 1.5835
O 1.5748 -0.0147 2.5239
O 1.8322 -1.0283 -0.0154
C -1.8092 0.2308 -1.2071
C -1.5467 0.2802 0.1360
C 1.2236 2.5262 -5.3031
C -1.3688 -1.2033 3.4075
C 1.7027 -3.2135 -0.4362
C 2.2998 0.6329 -3.1063
C -3.1955 -2.2702 2.6594
C -1.3699 -1.1336 2.0377
C 0.5610 -1.4201 0.3416
C 2.3330 0.9867 3.0803
C 1.1796 1.2293 -2.5229
C 3.8792 -1.8995 -0.9421
C 0.7445 3.0847 -4.1154
C 0.5783 0.5592 1.7727
C -4.3994 -3.0243 2.3807
C 2.5212 -2.1142 -0.4886
C 0.7115 1.9179 1.8272
C 0.4537 -2.7638 0.1073
C 1.8394 2.2032 2.6745
C -3.0787 0.8624 -1.4196
C -2.5313 -1.9385 3.8130
C 0.5697 2.4262 -2.8978
C 2.7030 0.7202 -4.4332
C -4.7355 1.9068 0.2846
C 2.0694 1.4343 -5.4503
C 3.4067 0.5673 3.9572
C -3.5253 1.2569 -0.1799
B -0.4129 -0.3801 1.0003
H 0.8066 0.7568 -1.6146
H 3.9246 -1.3296 -1.8759
H 4.0698 -0.1455 3.4501
H 2.2134 3.1773 2.9642
H 1.9610 -4.2141 -0.7567
H -4.1772 -3.9585 1.8498
H 3.5768 0.1271 -4.7129
H 2.3259 1.1640 -6.4795
H -4.8681 -3.2868 3.3334
H 4.3365 -2.8705 -1.1455
H -3.5913 0.9774 -2.3648
H 2.8930 -0.0076 -2.4457
H -0.1047 2.8839 -2.1590
H -1.1616 -0.2210 -1.9538
H -2.8152 -2.2131 4.8220
H 0.9326 3.0312 -6.2326
H 4.4717 -1.3866 -0.1744
H 3.0134 0.1025 4.8709
H 3.9859 1.4463 4.2516
H -5.1092 -2.4319 1.7905
H -0.4220 -3.3669 0.3287
H -4.5169 2.8625 0.7724
H -0.6125 -0.7828 4.0603
H -5.3829 2.1083 -0.5722
H 0.3716 4.1124 -4.1666
H -5.2936 1.2748 0.9880
H 0.0465 2.6235 1.3345

Results
Kohn-Sham gap: 3.2819 eV
HOMO level: -6.2 eV
relative energy (zero: lowest compared OMol25 entry of this formula, charge and spin): 45.1 kJ/mol
net charge: 0

***

No. 4
Formula: C27H27Cl2IN2O3PSTc
Source: the OMol25 dataset
Level of theory: wB97M-V/def2-TZVPD

Cartesian coordinates (Å):
I -6.0435 -3.1273 -1.3098
Tc -1.2716 0.8191 -0.6548
Cl -2.9225 2.1029 0.7219
Cl -2.9437 2.5348 -2.1202
S 1.3464 0.8849 -2.4650
P 0.0922 0.0798 1.3026
O -0.7001 4.7735 -0.3664
O -0.0086 0.1629 -2.0180
O -0.3856 2.5546 -0.6194
N -2.4499 -0.8663 -1.0389
N -2.0555 -1.8814 -1.8420
C 0.5450 3.0872 3.9417
C 2.7472 -0.6211 0.7135
C 2.0519 3.5379 2.1059
C -3.0547 -2.7403 -2.0593
C 1.7508 0.6184 -5.1221
C 0.9646 1.4943 -4.1411
C 0.1219 1.9301 3.3170
C 1.9669 -3.1319 -0.2280
C -2.1566 -2.3647 4.4150
C -2.8989 -1.6488 3.4852
C -2.6207 3.3557 -0.5786
C 2.3261 -0.5061 -3.0543
C 1.3961 -0.9637 0.6531
C 3.7026 -1.5352 0.2865
C -1.1123 3.6736 -0.4977
C 1.5081 3.8866 3.3422
C 0.6762 1.5661 2.0812
C -3.7499 -1.1062 -0.7657
C -0.8620 -0.8925 2.4570
C -0.1136 -1.6205 3.3901
C 1.8762 -0.7634 -4.4878
C 3.3157 -2.7832 -0.1818
C 1.6341 2.3892 1.4712
C -4.1740 -2.2750 -1.3788
C 1.0074 -2.2249 0.1826
C -2.2535 -0.9110 2.5062
C -0.7659 -2.3488 4.3691
H 0.9697 -1.6181 3.3569
H -2.6627 -2.9392 5.1791
H -0.6156 1.2974 3.7956
H 2.2102 -1.3178 -2.3326
H -2.9233 -3.6159 -2.6758
H 1.6749 -4.1211 -0.5560
H 2.6032 -1.3872 -5.0057
H 4.7520 -1.2817 0.3537
H 2.0388 2.1369 0.4997
H -3.9796 -1.6638 3.5258
H 0.9195 -1.2901 -4.5029
H 0.1327 3.3641 4.9024
H 1.8388 4.7902 3.8373
H 1.2093 2.5547 -4.1756
H 3.3566 -0.1411 -3.0090
H 2.7390 1.0464 -5.2937
H 1.2369 0.5916 -6.0816
H 3.0649 0.3267 1.1256
H -0.1901 -2.9069 5.0947
H -0.0376 -2.5160 0.2047
H -2.8476 -0.3564 1.7873
H -3.2874 4.1981 -0.4203
H 2.7962 4.1728 1.6453
H 4.0664 -3.5001 -0.4878
H -0.1159 1.3697 -4.2307
H -4.3236 -0.4303 -0.1517
H -1.1115 -1.9023 -2.1973

Results
spin multiplicity: 4
Kohn-Sham gap (alpha / beta): 5.7966 / 5.5504 eV
⟨S²⟩: 3.826
HOMO level (alpha / beta): -16.5 / -16.5 eV
relative energy (zero: lowest compared OMol25 entry of this formula, charge and spin): 0.0 kJ/mol
net charge: +3

***

No. 5
Formula: C27H27F7N3O22PS
Source: the OMol25 dataset
Level of theory: wB97M-V/def2-TZVPD

Cartesian coordinates (Å):
S -5.5467 -0.7473 1.7530
P 0.7696 -1.6347 -0.3403
F -2.1590 4.4806 -3.7684
F 0.5108 -2.2834 5.8641
F 9.4921 1.9541 2.8884
F 2.0367 8.1275 -6.6746
F 7.7533 -2.6367 5.5373
F -0.1321 -0.9273 -8.7763
F -9.2511 -4.5989 0.8130
O -9.8528 -4.3402 5.1914
O -2.7114 1.3110 -5.9591
O 5.8022 -3.1171 6.5547
O 7.5455 1.4643 3.9051
O 3.2846 -1.5192 2.4976
O -1.1287 0.4985 -7.3477
O 5.5966 1.8246 4.9892
O 6.5885 3.5042 3.8581
O 0.0816 5.5448 -5.5402
O 1.6675 -1.5606 4.0740
O -9.9730 -4.5021 2.9419
O -1.3768 2.3688 -3.8677
O 3.8518 -2.7458 7.6330
O -1.3143 0.1368 -3.5193
O -1.8360 5.9826 -6.6420
O -2.6816 -0.8806 -6.4830
O -3.2564 1.2632 -3.3060
O 1.0947 -2.9867 0.6841
O 4.8511 -1.0748 6.4968
O -0.0926 7.4106 -6.7939
O -8.1183 -3.6686 3.9163
O 2.8670 -3.4153 3.6435
N -3.9537 -0.7283 2.2933
N -5.4287 -1.1354 0.1470
N 1.6000 -0.3186 0.4247
C 4.7510 -2.3479 6.9610
C -7.8511 -3.7768 2.5214
C -0.6652 -0.8252 -7.5351
C 6.1195 -0.9682 5.8551
C 6.4196 -2.3941 5.5052
C 2.6655 -2.1102 3.3299
C -1.9362 -1.6414 -1.4375
C 1.3631 6.1646 -5.5570
C -2.4703 3.2190 -4.1617
C 7.8554 3.6168 3.2158
C -3.2414 -1.0041 1.1393
C -0.7228 6.2816 -6.3548
C -9.3612 -4.1872 4.1216
C -1.7496 -1.1059 1.1036
C 8.1595 2.1923 2.8588
C 1.0319 7.5725 -5.9534
C -1.9261 1.1618 -3.5592
C -9.2304 -3.8411 1.9365
C -1.1019 -1.4266 -0.1717
C 6.4909 2.2279 4.3177
C -2.2216 0.3951 -6.5442
C -1.9177 -1.6398 -7.4150
C 0.9703 -2.6526 4.6471
C -4.0643 -1.2513 -0.1372
C -3.5745 2.6511 -3.3231
C 2.0325 -3.7023 4.7638
C -3.4043 -1.5569 -1.4541
H 0.0967 -1.0564 -6.7867
H 7.7957 4.2629 2.3406
H 2.1450 -0.6556 1.2343
H 0.2693 -3.5119 0.6032
H 0.7738 8.2272 -5.1170
H 0.1299 -2.9302 4.0053
H 2.0006 5.6612 -6.2880
H -1.4290 -1.8952 -2.4052
H 6.0093 -2.7185 4.5450
H -1.1232 -0.9488 2.0132
H 6.0630 -0.3286 4.9805
H -7.2722 -4.6840 2.3320
H -4.5593 2.8236 -3.7561
H -4.0150 -1.7417 -2.3734
H 7.7492 1.8708 1.8982
H 2.6166 -3.6114 5.6826
H -3.5669 3.0383 -2.3008
H 2.2422 0.1443 -0.2274
H 1.6284 -4.7123 4.7045
H -2.6662 3.2059 -5.2298
H -2.4636 -1.7125 -8.3588
H -7.2846 -2.9180 2.1627
H -1.7278 -2.6453 -7.0411
H 8.5812 4.0382 3.9155
H 1.8390 6.1074 -4.5785
H -9.6785 -2.8655 1.7309
H 6.8454 -0.5451 6.5537

Results
Kohn-Sham gap: 6.9919 eV
HOMO level: -8.1 eV
net charge: 0

***

No. 6
Formula: C27H27F9O27
Source: the OMol25 dataset
Level of theory: wB97M-V/def2-TZVPD

Cartesian coordinates (Å):
F 1.2726 -0.2697 -0.6731
F -1.7557 -0.2428 -4.8620
F -4.6730 1.4266 6.1947
F -1.4869 -5.6166 -0.8450
F 1.4279 2.3604 3.4840
F 3.5888 -1.2579 -1.0335
F 3.2800 -1.1455 2.5272
F 3.1025 1.5967 0.0623
F -4.0464 4.3028 -3.3399
O -3.1631 -0.1986 5.9503
O 2.3258 -4.1963 3.3156
O 1.0323 4.6763 1.7187
O -6.1210 3.0613 -1.1918
O 4.3027 3.5850 -2.1997
O 0.8292 -3.7365 -1.2300
O -6.1404 -0.4396 -4.8275
O 3.5999 3.6832 -0.2069
O -1.5050 -0.9951 0.1556
O 1.4050 -2.3081 2.7627
O -0.5166 0.8958 -0.1644
O -1.9669 -0.8923 4.2032
O 1.1547 4.5296 3.8318
O 7.1766 -3.2065 -2.4795
O -3.9452 -0.1623 -4.1410
O -4.4349 -1.8077 -5.3698
O 5.6196 -2.0028 -1.6141
O -3.8111 3.4709 -1.1571
O 0.1818 -4.1739 2.6918
O -0.9428 -4.2796 -2.4732
O 2.5497 6.0947 2.9339
O 5.3334 -2.4900 -3.6837
O -2.0423 1.2109 4.9149
O -2.7218 0.6574 -0.8781
O -5.2167 3.9000 0.7294
O -0.3767 -2.1256 -2.4021
O 5.1054 5.2756 -0.9870
C -4.9466 -0.8194 -4.7516
C -3.5107 0.9391 6.7035
C -2.7227 -0.8356 -4.2357
C 4.1295 -2.0530 -3.2685
C -5.6664 2.7937 -2.5235
C 0.5665 3.3474 3.4488
C 2.6511 -1.9868 3.3751
C 0.0694 3.6393 2.1020
C -0.5671 -5.4611 -1.8157
C -4.9856 3.4896 -0.4390
C 1.6480 5.1781 2.8626
C 4.5453 -1.2542 -1.9764
C 0.4353 0.0319 0.3494
C -3.0945 -2.0110 -5.0097
C 0.8088 -5.0888 -1.3051
C -2.4558 1.8668 6.1616
C 3.5143 -3.3008 3.2443
C 2.8152 2.6124 -0.7376
C 4.3898 4.3055 -1.1379
C -0.1701 -3.2782 -2.0471
C -2.4018 -0.0354 4.9268
C -4.2158 3.2055 -2.5004
C 1.2080 -3.5846 2.9611
C -1.6707 0.2263 -0.4062
C 3.5020 2.4241 -2.0771
C -0.3047 -1.1173 0.8450
C 6.0998 -2.6439 -2.6630
H 3.6706 -2.9586 -2.8719
H -5.5639 1.7169 -2.6580
H 2.9492 2.5955 -3.0007
H 0.2189 2.7390 1.5060
H -3.6160 2.3677 -2.8559
H 3.5395 -1.4974 -3.9974
H 1.7393 2.7134 -0.8798
H 4.7325 -0.2254 -2.2843
H 4.2667 -3.3217 4.0326
H -2.3728 -1.0729 -3.2310
H 1.5675 -5.4146 -2.0166
H -2.6405 -1.9484 -5.9987
H 0.9938 -5.6071 -0.3643
H -0.5659 -6.3962 -2.3758
H -0.5125 -1.0165 1.9102
H 0.2068 -2.0256 0.5265
H -0.2342 3.0179 4.1109
H 1.0687 0.4269 1.1437
H -1.6011 1.7071 6.8189
H -6.3539 3.3046 -3.1976
H -2.9552 -2.9211 -4.4264
H -2.7267 2.9226 6.1563
H -0.8997 4.0653 1.8420
H 4.1473 -3.4498 2.3695
H 3.9866 1.4544 -2.1910
H -3.7195 0.6612 7.7365
H 2.5821 -1.6065 4.3943

Results
spin multiplicity: 2
Kohn-Sham gap (alpha / beta): 7.5760 / 1.9686 eV
⟨S²⟩: 0.754
HOMO level (alpha / beta): -12.4 / -12.4 eV
relative energy (zero: lowest compared OMol25 entry of this formula, charge and spin): 370.2 kJ/mol
net charge: +1

***

No. 7
Formula: C27H27FeN3O2S2Si
Source: the OMol25 dataset
Level of theory: wB97M-V/def2-TZVPD

Cartesian coordinates (Å):
Fe 0.1339 -0.5517 0.0734
S 0.6731 0.4349 4.7635
S -0.7003 -2.9279 -0.8165
Si 3.2356 -1.2147 -0.0897
O 0.1357 1.8164 -0.1560
O -2.0760 -0.4871 -0.1630
N -2.8636 -1.5279 -0.1983
N -0.0280 -0.3359 2.4007
N 2.1998 0.1582 -0.0152
C 2.7993 4.1960 0.8338
C -0.1749 -1.4341 3.2089
C 3.6982 1.9815 0.6154
C -0.6347 -3.7206 3.7275
C -4.1624 -1.3677 0.1070
C 2.4478 1.4521 0.2433
C 0.1806 -1.2213 4.5557
C -0.2343 -3.5115 5.0473
C 1.5450 3.7163 0.4808
C -3.2589 -3.8483 -0.5720
C -3.1136 4.4030 -0.1620
C -3.0392 3.3653 0.7529
C -0.9528 2.6685 -0.1967
C -2.1212 4.5488 -1.1169
C 2.7530 -2.2897 1.4205
C -4.5856 -3.6883 -0.2531
C -0.6102 -2.6959 2.8078
C 2.7888 -2.1619 -1.6860
C -5.0464 -2.4160 0.0950
C -1.0406 3.6839 -1.1427
C 0.1609 -2.2588 5.4745
C -1.9585 2.5013 0.7449
C 3.8688 3.3190 0.8981
C 1.3700 2.3807 0.1761
C 0.3827 0.6880 3.0721
C 5.1385 -0.9962 -0.1139
C -2.3687 -2.7639 -0.5262
H 0.5875 1.6522 2.6451
H 0.4639 -2.0927 6.4945
H 1.7137 -2.3051 -1.7642
H 0.7077 4.3986 0.4508
H -0.2335 -4.3382 5.7437
H -0.8971 -2.8557 1.7785
H 1.7226 -2.6259 1.3112
H -1.8766 1.6803 1.4408
H -0.9429 -4.7064 3.4135
H 4.8450 3.6838 1.1838
H -4.4404 -0.3576 0.3625
H -2.8535 -4.8049 -0.8657
H 2.8243 -1.7268 2.3473
H 5.4339 -0.2543 -0.8494
H 5.6263 -1.9284 -0.3839
H 3.3754 -3.1721 1.5160
H 3.1215 -1.6417 -2.5783
H 2.9301 5.2430 1.0610
H -6.0793 -2.2443 0.3487
H -2.1838 5.3485 -1.8396
H -5.2680 -4.5242 -0.2724
H 4.5338 1.3088 0.6872
H 3.2519 -3.1437 -1.6908
H 5.5386 -0.6916 0.8484
H -3.9457 5.0920 -0.1318
H -0.2614 3.7928 -1.8824
H -3.8166 3.2328 1.4897

Results
spin multiplicity: 5
Kohn-Sham gap (alpha / beta): 7.1016 / 7.1123 eV
⟨S²⟩: 6.009
HOMO level (alpha / beta): -6.8 / -6.9 eV
relative energy (zero: lowest compared OMol25 entry of this formula, charge and spin): 0.0 kJ/mol
net charge: 0